Record 1
Formula: C5H6OS
Source: the OMol25 dataset
Level of theory: ωB97M-V/def2-TZVPD

Geometry (Å):
C1 -1.1556 0.0460 -0.3245
C2 -0.3398 1.2470 -0.1133
C3 1.0723 0.4956 0.1074
C4 0.5492 -0.8329 0.7641
C5 -0.1792 -1.0018 -0.5736
H1 -0.8007 1.8497 0.6664
H2 -0.3046 1.9466 -0.9672
H3 1.9838 1.0050 0.3209
H4 0.0205 -0.9023 1.7443
H5 1.3325 -1.5428 0.8789
H6 -0.4507 -1.8709 -1.1120
O1 1.0382 -0.2683 -1.2008
S1 -2.7660 -0.1709 -0.1907

The calculation puts the calculated total energy at -18162.2439 eV. For the HOMO-LUMO gap, the calculation gives 8.5731 eV. The energy above the lowest of the compared OMol25 structures with the same formula, charge and spin is 230.98 kJ/mol. As for the lowest unoccupied orbital energy: -0.10 eV. Its largest force on an atom is 4.21 eV/Å.


Record 2
Formula: C5H6OS2
Source: the OMol25 dataset
Level of theory: ωB97M-V/def2-TZVPD

Geometry (Å):
C1 -0.0313 1.7406 -0.1695
C2 -0.0818 0.2542 -0.1608
C3 1.0477 -0.6431 -0.1501
C4 0.5379 -1.9070 -0.1459
C5 -1.1777 -0.5457 -0.1606
H1 -1.0598 2.1485 -0.2653
H2 0.4062 2.1473 0.7605
H3 0.5684 2.1145 -1.0188
H4 2.9192 0.1755 1.0361
H5 1.0152 -2.8616 -0.1540
H6 -3.2024 -0.3466 1.0778
O1 -0.8137 -1.8663 -0.1685
S1 2.7570 -0.2306 -0.2388
S2 -2.8851 -0.1798 -0.2421

The calculation puts the calculated total energy at -28999.5728 eV. For the HOMO-LUMO gap, the calculation gives 9.5967 eV. The energy above the lowest of the compared OMol25 structures with the same formula, charge and spin is 36.96 kJ/mol. As for the lowest unoccupied orbital energy: 0.66 eV. Its largest force on an atom is 0.96 eV/Å.


Record 3
Formula: C5H6S
Source: the OMol25 dataset
Level of theory: ωB97M-V/def2-TZVPD

Geometry (Å):
C1 -1.0864 -0.2076 0.7962
C2 -0.0695 0.9919 1.1696
C3 -2.0757 0.1220 -0.2002
C4 0.4278 0.2551 0.2841
C5 1.4651 0.1476 -0.7049
S1 -3.6692 -0.1830 -0.1707
H1 -1.2899 -0.8161 1.6645
H2 0.2418 1.6711 1.9060
H3 -1.5120 0.5923 -0.9528
H4 1.9731 -0.7961 -0.8222
H5 1.2489 0.4229 -1.7427
H6 2.2148 0.8827 -0.2958

The calculation puts the calculated total energy at -16113.4677 eV. For the HOMO-LUMO gap, the calculation gives 8.4409 eV. The energy above the lowest of the compared OMol25 structures with the same formula, charge and spin is 296.29 kJ/mol. As for the lowest unoccupied orbital energy: 0.07 eV. Its largest force on an atom is 3.24 eV/Å.


Record 4
Formula: C5H6Si
Source: the OMol25 dataset
Level of theory: ωB97M-V/def2-TZVPD

Geometry (Å):
C1 -2.3831 0.5392 -0.3660
C2 -2.3386 -0.6903 0.0402
C3 2.5423 -0.5396 0.3287
C4 2.4310 0.7832 0.1024
C5 -1.1405 0.1670 0.3950
Si1 0.9152 -0.3260 -0.4897
H1 -2.8806 1.3976 -0.8159
H2 -2.8203 -1.5487 0.2041
H3 3.2889 -1.1725 0.6865
H4 3.0908 1.5341 0.2247
H5 -1.2110 0.3394 1.5122
H6 0.5059 -0.4835 -1.8222

The calculation puts the calculated total energy at -13148.7753 eV. As for the multiplicity: 3. For the HOMO-LUMO gap (spin up / spin down), the calculation gives 5.3722 / 6.0210 eV. The energy above the lowest of the compared OMol25 structures with the same formula, charge and spin is 179.68 kJ/mol. As for the lowest unoccupied orbital energy (spin up / spin down): 0.56 / -2.56 eV. Its largest force on an atom is 4.18 eV/Å.